Here is a molecular structure, C16H32N6O5Ti at a distorted geometry from the Open Molecules 2025 dataset. Energies are from wB97M-V/def2-TZVPD.

The geometry in XYZ format:
```
60
Properties=species:S:1:pos:R:3
Ti -0.5302 0.1390 -0.1039
C -2.0939 -2.6323 1.6565
O -1.9588 -1.3067 1.1119
C -2.8568 -0.4484 1.8161
C -2.1086 0.5637 2.6273
O -1.0736 1.1520 1.8031
C -0.5693 2.4426 2.2632
C 0.8857 2.3364 2.6440
O 1.5900 2.6941 1.4780
C 3.0009 2.9313 1.6368
H -1.9989 -2.6020 2.7519
H -1.2970 -3.2743 1.2891
H -3.0915 -3.0171 1.3942
H -3.4739 -1.0515 2.4877
H -3.4897 0.0544 1.0701
H -1.5606 0.1139 3.4779
H -2.7752 1.3490 3.0372
H -1.1765 2.6806 3.1155
H -0.7450 3.1771 1.4511
H 1.1138 1.2995 2.9825
H 1.0620 3.0776 3.4545
H 3.3947 2.3196 2.4677
H 3.2149 3.9961 1.8101
H 3.5173 2.6336 0.7075
C 0.7752 -3.0946 -2.2346
C -0.6335 -2.7019 -1.7812
N -0.9399 -1.2411 -1.8511
C -0.4434 -0.5813 -3.1145
C 0.4835 0.5819 -2.9239
N 1.1135 0.6872 -1.5541
C 2.4598 0.0707 -1.4361
C 2.5728 -1.2794 -2.1728
N 1.8622 -2.3947 -1.5473
H 0.8403 -4.1639 -1.9915
H 0.9054 -3.0140 -3.3270
H -1.3750 -3.2522 -2.3652
H -0.7104 -2.9918 -0.7388
H -1.9656 -1.2100 -1.8886
H 0.0414 -1.3303 -3.7455
H -1.3005 -0.2490 -3.7369
H 1.2479 0.4734 -3.7082
H -0.0053 1.5416 -3.1123
H 1.2848 1.6927 -1.3967
H 3.1833 0.8231 -1.8569
H 2.6858 0.0216 -0.3619
H 2.2428 -1.2010 -3.2289
H 3.6688 -1.5046 -2.2051
H 2.4665 -3.0207 -1.0452
C -3.0283 3.0273 -1.4029
C -2.1081 1.8754 -1.0353
O -2.5487 0.6792 -0.9172
O -0.8626 2.1139 -0.8606
H -3.6576 3.2666 -0.5193
H -3.6889 2.7317 -2.2335
H -2.3903 3.8785 -1.6861
N 0.7991 -0.7084 1.1406
C 1.2794 -1.2508 2.0854
N 1.8657 -1.7652 3.0606
C 3.0015 -2.2984 3.3777
N 3.8989 -2.8396 3.8851
```

Properties
* HOMO level (alpha / beta): -14.87 / -14.87 eV
* multiplicity: 1
* max |F|: 4.453 eV/Å
* energy relative to the best compared isomer or geometry (same formula, charge and spin): 0.00 kcal per mole
* net charge: +2
* calculated total energy: -59389.0703 eV